No. 1
DFT (ωB97M-V/def2-TZVPD) results for a molecular structure, C24H39AlBr3ClF9N5O5S at a distorted geometry.

Properties
strongest force on any atom: 0.0779 Eh/bohr
orbital gap: 0.05886 Ha
E_HOMO: -0.193 Ha
electronic energy: -11309.13792 Ha
LUMO: -0.1341 Eh

Atoms and positions in Å:
C: 1.970 1.599 3.072
C: 1.184 2.935 2.994
C: 1.786 3.971 1.980
C: 0.740 4.144 0.857
C: 1.097 5.002 -0.393
C: 1.662 4.206 -1.589
N: 2.824 3.390 -1.179
C: 2.578 2.119 -0.870
N: 3.334 1.493 0.033
N: 1.615 1.371 -1.486
C: 1.085 1.943 -2.713
C: -0.183 1.174 -3.234
C: -0.959 0.421 -2.157
C: -0.484 -0.766 -1.590
C: -1.197 -1.462 -0.615
C: -2.422 -0.990 -0.170
C: -3.268 -1.655 0.902
C: -2.942 0.173 -0.736
C: -2.218 0.847 -1.705
S: 2.299 1.993 -4.100
O: 2.914 3.289 -4.216
O: 1.724 1.671 -5.375
C: 3.677 0.794 -3.787
F: 4.519 0.955 -4.812
F: 4.402 1.123 -2.697
C: 3.265 -0.711 -3.788
F: 1.981 -0.912 -3.379
F: 3.319 -1.127 -5.056
C: 4.161 -1.581 -2.867
F: 5.421 -1.365 -3.224
F: 3.931 -1.248 -1.578
C: 3.884 -3.113 -2.973
F: 2.662 -3.433 -2.507
F: 4.113 -3.603 -4.183
F: 4.746 -3.687 -2.135
C: 0.617 3.413 -2.451
N: -0.726 3.494 -1.950
H: 3.034 1.733 2.869
H: 1.579 0.965 2.269
H: 1.781 1.025 4.001
H: 1.105 3.383 4.015
H: 0.176 2.650 2.668
H: 1.887 4.895 2.540
H: 2.738 3.553 1.654
H: -0.164 4.577 1.301
H: 0.452 3.114 0.569
H: 0.259 5.634 -0.686
H: 2.001 5.765 -0.116
H: 2.057 4.990 -2.243
H: 3.338 3.842 -0.424
H: 3.196 0.529 0.287
H: 4.123 1.994 0.407
H: 1.884 0.395 -1.571
H: 0.094 0.414 -3.972
H: -0.841 1.857 -3.770
H: 0.476 -1.190 -1.874
H: -0.763 -2.372 -0.201
H: -2.790 -2.579 1.242
H: -3.410 -0.947 1.730
H: -4.264 -1.807 0.470
H: -3.947 0.575 -0.400
H: -2.622 1.752 -2.153
H: 0.580 3.864 -3.450
H: -0.866 3.049 -1.056
H: -1.105 4.426 -1.989
Br: -5.584 1.662 0.068
C: -5.526 -5.043 1.776
C: -4.392 -4.604 2.630
O: -3.346 -4.175 2.256
N: -4.570 -4.592 4.125
C: -4.141 -5.890 4.748
H: -5.130 -5.563 0.905
H: -6.186 -5.722 2.319
H: -6.094 -4.163 1.462
H: -5.541 -4.383 4.363
H: -3.935 -3.847 4.439
H: -4.717 -6.701 4.308
H: -4.341 -5.829 5.814
H: -3.078 -6.022 4.569
Br: 2.916 6.754 1.171
O: -2.849 -6.550 0.647
H: -2.795 -5.773 1.229
O: -3.424 -2.090 5.335
H: -3.206 -2.343 6.240
H: -2.987 -1.241 5.214
Al: 1.384 2.708 5.788
Cl: -2.390 -5.397 -0.938
Br: 6.837 -3.149 -0.903



No. 2
DFT (ωB97M-V/def2-TZVPD) results for a molecular structure, C5H11N3O at a distorted geometry.

Properties
strongest force on any atom: 0.0323 Eh/bohr
orbital gap: 0.28600 Ha
E_HOMO: -0.253 Ha
electronic energy: -436.55772 Ha
LUMO: 0.0332 Eh
energy relative to the best compared isomer or geometry (same formula, charge and spin): 56.0 kcal per mole

Atoms and positions in Å:
C: -1.528 -0.260 1.202
C: 0.680 0.862 0.002
C: 1.271 -0.468 -0.073
C: -0.914 -0.375 -0.175
N: 0.644 1.692 -1.145
N: 2.514 -0.787 0.471
N: -1.820 -0.115 -1.222
C: 0.210 -1.256 -0.433
O: 0.915 1.662 1.110
H: 1.080 1.084 1.865
H: -0.078 2.401 -1.046
H: 0.421 1.141 -1.964
H: 2.746 -1.769 0.459
H: 3.277 -0.193 0.177
H: -1.755 -0.738 -2.016
H: -2.785 0.054 -0.966
H: 0.193 -2.230 -0.913
H: -1.907 0.749 1.391
H: -0.795 -0.498 1.971
H: -2.369 -0.957 1.307



No. 3
DFT (ωB97M-V/def2-TZVPD) results for a molecular structure, C48H56HgN9O2PSTe.

Properties
strongest force on any atom: 0.0161 Eh/bohr
orbital gap: 0.20903 Ha
E_HOMO: -0.212 Ha
electronic energy: -3666.93581 Ha
LUMO: -0.0027 Eh
energy relative to the best compared isomer or geometry (same formula, charge and spin): 42.9 kcal per mole

Atoms and positions in Å:
Hg: 0.237 -0.306 -0.761
C: -4.652 2.432 0.965
N: -3.524 2.113 0.104
C: -3.175 2.800 -1.025
C: -2.098 2.147 -1.549
N: -1.797 1.072 -0.768
C: -2.671 1.058 0.224
P: -2.921 -0.253 1.476
C: -1.344 -0.300 2.369
N: -0.228 -0.773 1.869
C: 0.722 -0.666 2.842
C: 0.149 -0.128 3.963
N: -1.165 0.113 3.657
C: -2.157 0.695 4.542
C: -2.713 -1.679 0.349
N: -1.802 -1.849 -0.594
C: -2.097 -3.019 -1.226
C: -3.197 -3.581 -0.648
N: -3.581 -2.729 0.350
C: -4.728 -2.914 1.225
H: -5.038 3.406 0.676
H: -4.339 2.472 2.006
H: -5.444 1.691 0.861
H: -3.694 3.690 -1.334
H: -1.521 2.392 -2.426
H: 1.752 -0.941 2.671
H: 0.564 0.132 4.921
H: -1.687 0.902 5.499
H: -2.988 0.008 4.697
H: -2.537 1.632 4.134
H: -1.494 -3.381 -2.041
H: -3.732 -4.491 -0.856
H: -5.184 -3.872 0.995
H: -5.463 -2.126 1.072
H: -4.420 -2.913 2.269
C: -2.212 -1.644 -7.844
C: -1.531 -2.431 -6.730
C: -1.759 -1.839 -5.345
N: -1.142 -0.528 -5.196
C: -0.075 -0.257 -4.441
S: 0.622 -1.333 -3.368
N: 0.457 1.018 -4.606
C: 0.459 1.824 -5.751
O: 0.545 3.026 -5.657
C: 0.450 1.149 -7.086
C: -0.152 1.813 -8.150
C: -0.110 1.263 -9.421
C: 0.557 0.064 -9.635
C: 1.178 -0.588 -8.577
C: 1.121 -0.051 -7.300
H: -2.097 -2.144 -8.805
H: -1.782 -0.646 -7.953
H: -3.282 -1.536 -7.648
H: -0.455 -2.479 -6.915
H: -1.900 -3.459 -6.716
H: -1.339 -2.481 -4.574
H: -2.829 -1.727 -5.150
H: -1.424 0.178 -5.860
H: 0.889 1.433 -3.788
H: -0.640 2.761 -7.967
H: -0.585 1.776 -10.247
H: 0.604 -0.359 -10.630
H: 1.712 -1.514 -8.746
H: 1.616 -0.555 -6.478
C: 7.160 7.285 1.806
C: 6.274 6.080 1.622
C: 5.035 5.991 2.237
C: 4.214 4.877 2.071
C: 2.886 4.882 2.779
C: 4.620 3.802 1.261
Te: 3.391 1.944 0.963
N: 2.145 -0.001 -0.036
C: 2.895 -1.096 0.104
O: 3.905 -1.138 0.827
C: 2.636 -2.377 -0.672
C: 1.637 -3.283 -0.338
C: 1.514 -4.485 -1.030
C: 2.361 -4.775 -2.088
C: 3.362 -3.870 -2.428
C: 3.510 -2.694 -1.711
C: 1.902 3.141 0.000
C: 2.182 3.648 -1.281
C: 3.412 3.229 -2.044
C: 1.330 4.583 -1.861
C: 0.202 5.051 -1.199
C: -0.692 6.085 -1.830
C: -0.092 4.506 0.037
C: 0.715 3.537 0.633
C: 0.240 2.986 1.950
C: 5.885 3.882 0.651
C: 6.476 2.792 -0.220
C: 6.680 5.013 0.838
H: 6.693 8.019 2.463
H: 7.366 7.771 0.850
H: 8.121 7.004 2.241
H: 4.699 6.807 2.870
H: 2.881 5.615 3.588
H: 2.664 3.897 3.191
H: 2.079 5.137 2.088
H: 0.977 -3.071 0.499
H: 0.757 -5.200 -0.731
H: 2.255 -5.702 -2.637
H: 4.038 -4.094 -3.244
H: 4.312 -2.004 -1.941
H: 3.470 2.140 -2.114
H: 4.315 3.561 -1.529
H: 3.407 3.662 -3.046
H: 1.566 4.975 -2.841
H: -0.150 6.672 -2.572
H: -1.097 6.766 -1.081
H: -1.538 5.619 -2.344
H: -0.980 4.843 0.568
H: -0.817 2.716 1.869
H: 0.332 3.730 2.746
H: 0.804 2.106 2.242
H: 5.882 1.883 -0.211
H: 7.484 2.546 0.121
H: 6.561 3.132 -1.256
H: 7.654 5.052 0.356



No. 4
DFT (ωB97M-V/def2-TZVPD) results for a gas-phase ion, C10H12N2 (charge +2) at a distorted geometry.

Properties
strongest force on any atom: 0.0919 Eh/bohr
total charge: +2
orbital gap: 0.16799 Ha
E_HOMO: -0.579 Ha
electronic energy: -496.92235 Ha
LUMO: -0.4106 Eh
energy relative to the best compared isomer or geometry (same formula, charge and spin): 0.0 kcal per mole

Atoms and positions in Å:
C: -0.863 1.708 2.616
C: 0.360 2.417 2.578
C: -1.132 0.757 1.644
C: 1.268 2.351 1.541
C: -0.254 0.517 0.604
C: 0.942 1.387 0.446
C: -0.345 -0.621 -0.369
C: 1.710 1.346 -0.641
C: -1.631 -0.557 -1.233
C: 0.585 -2.905 -0.761
N: 0.318 -1.655 -0.181
N: 2.374 1.467 -1.703
H: -1.487 1.797 3.538
H: 0.579 3.102 3.341
H: -1.899 -0.034 1.844
H: 1.928 3.064 1.274
H: -1.364 -0.585 -2.253
H: -2.260 0.304 -1.090
H: -2.068 -1.518 -1.047
H: 0.409 -3.809 -0.107
H: 1.699 -3.129 -0.972
H: 0.224 -2.867 -1.780
H: 3.387 1.157 -1.694
H: 2.176 2.182 -2.496



Which formula does entry 1 have? C24H39AlBr3ClF9N5O5S